C47H57F3N7O2RbS2 | wB97M-V/def2-TZVPD

```
119
Properties=species:S:1:pos:R:3
Rb -0.56 -0.72 0.99
C 4.17 -4.64 -2.25
C 3.02 -5.37 -1.54
C 1.84 -4.55 -1.36
C 0.67 -4.68 -1.99
C 0.26 -5.72 -2.96
C 0.85 -5.29 -4.33
C -0.11 -3.40 -1.80
N 0.51 -2.68 -0.81
C 1.72 -3.30 -0.55
C 2.71 -2.88 0.38
C 3.01 -1.50 0.67
C 4.13 -1.00 1.43
C 5.17 -1.87 2.15
C 6.08 -2.53 1.09
C 4.19 0.37 1.29
C 3.04 0.65 0.39
C 2.69 1.94 -0.08
C 1.46 2.41 -0.57
N 0.37 1.63 -0.74
C -0.50 2.37 -1.47
C -1.67 1.90 -2.09
C -1.97 0.49 -2.42
N -1.38 -0.59 -1.87
C -1.82 -1.67 -2.63
C -1.37 -2.99 -2.43
C -2.88 -1.28 -3.56
C -2.89 0.09 -3.53
C -3.74 1.06 -4.34
C -3.00 1.83 -5.49
C -3.53 -2.30 -4.38
C -2.85 -2.69 -5.67
C -0.01 3.77 -1.61
C 1.21 3.79 -0.95
C 2.16 4.92 -0.81
C 3.17 5.10 -1.88
C -0.72 4.96 -2.17
C -1.24 4.75 -3.59
N 2.33 -0.47 0.06
C 5.15 1.35 1.81
C 6.35 1.57 0.88
H 4.92 -5.41 -2.46
H 4.59 -3.86 -1.59
H 3.87 -4.21 -3.16
H 3.43 -5.79 -0.59
H 2.83 -6.19 -2.25
H -0.78 -5.86 -3.00
H 0.76 -6.67 -2.67
H 0.45 -4.28 -4.53
H 0.54 -5.93 -5.13
H 1.92 -5.36 -4.39
H 3.40 -3.63 0.77
H 4.66 -2.60 2.74
H 5.77 -1.28 2.88
H 5.44 -3.04 0.42
H 6.88 -3.15 1.47
H 6.58 -1.71 0.54
H 3.41 2.73 0.03
H -2.46 2.61 -2.45
H -1.97 -3.77 -2.98
H -4.08 1.82 -3.62
H -4.57 0.49 -4.76
H -2.62 2.75 -5.02
H -3.63 2.07 -6.32
H -2.08 1.28 -5.83
H -4.58 -1.92 -4.50
H -3.57 -3.26 -3.79
H -2.79 -1.84 -6.36
H -3.30 -3.60 -6.03
H -1.82 -2.95 -5.42
H 2.64 4.83 0.15
H 1.46 5.81 -0.72
H 3.34 4.06 -2.27
H 4.12 5.53 -1.51
H 2.78 5.79 -2.68
H 0.00 5.82 -2.07
H -1.62 5.18 -1.51
H -2.33 4.94 -3.68
H -1.06 3.75 -3.97
H -0.77 5.47 -4.26
H 5.55 0.92 2.78
H 4.48 2.20 2.06
H 6.88 0.64 0.68
H 7.02 2.28 1.31
H 6.00 1.97 -0.09
S -2.83 3.04 3.20
C -4.19 3.81 2.80
N -4.33 4.92 2.04
C -5.62 5.56 1.88
C -6.62 4.77 2.71
S -5.82 3.33 3.38
H -3.47 5.29 1.62
H -5.87 5.59 0.79
H -5.60 6.63 2.13
H -7.45 4.42 2.11
H -6.97 5.33 3.56
O -4.76 -1.93 8.17
C -3.89 -0.85 8.11
N -2.86 -1.03 7.03
C -1.90 -0.04 6.90
O -1.97 0.93 7.61
C -0.76 -0.23 5.92
C 0.45 0.42 6.18
C 1.43 0.47 5.19
C 1.20 -0.26 4.04
N 0.11 -1.00 3.86
C -0.92 -0.92 4.73
H -4.26 -2.74 8.37
H -3.29 -0.64 9.03
H -4.55 0.07 7.95
H -2.79 -1.95 6.54
H 0.44 1.09 7.05
H 2.38 0.98 5.39
H 1.95 -0.25 3.26
H -1.84 -1.38 4.56
F -2.44 -3.45 0.36
C -2.52 -2.93 1.64
F -3.81 -2.54 1.91
F -2.32 -3.97 2.49
```

The LUMO energy is 0.1200 hartree. The maximum force comes out at 4.6 eV/Å. For the HOMO energy, the calculation gives -0.45 eV. As for the energy relative to the best compared isomer or geometry (same formula, charge and spin): 13.8 kcal per mole. As for the charge: -2.